{"formula": "C17H41N13O5", "method": "ωB97M-V/def2-TZVPD", "elements": ["N", "C", "N", "O", "H", "H", "H", "H", "N", "C", "N", "O", "H", "H", "H", "H", "N", "C", "N", "O", "H", "H", "H", "H", "N", "C", "N", "O", "H", "H", "H", "H", "N", "C", "N", "O", "H", "H", "H", "H", "C", "C", "C", "C", "N", "H", "H", "H", "H", "H", "H", "H", "C", "C", "C", "C", "N", "H", "H", "H", "H", "H", "H", "H", "C", "C", "C", "C", "N", "H", "H", "H", "H", "H", "H", "H"], "coordinates": [[0.200, 1.375, -0.488], [-0.197, 0.712, 0.676], [0.874, 0.204, 1.392], [-1.386, 0.641, 1.036], [1.158, 1.639, -0.624], [-0.599, 1.571, -1.067], [0.569, -0.540, 1.999], [1.843, 0.351, 1.188], [-5.557, 2.576, 1.537], [-4.555, 3.441, 1.962], [-3.316, 2.877, 2.124], [-4.834, 4.556, 2.397], [-5.240, 1.938, 0.819], [-6.432, 3.056, 1.411], [-2.749, 3.402, 2.767], [-3.134, 1.891, 2.021], [-3.029, -1.286, 3.460], [-4.117, -1.298, 2.585], [-3.755, -0.758, 1.362], [-5.215, -1.753, 2.822], [-2.247, -0.737, 3.155], [-3.063, -1.665, 4.383], [-2.772, -0.591, 1.181], [-4.356, -0.654, 0.565], [6.853, 1.576, -0.619], [5.677, 2.210, -0.235], [5.799, 3.550, 0.000], [4.593, 1.580, -0.155], [6.820, 0.607, -0.865], [7.469, 2.199, -1.114], [6.701, 3.977, 0.064], [4.964, 4.054, 0.234], [2.086, -3.150, 4.102], [2.694, -2.111, 3.342], [3.491, -2.635, 2.308], [2.562, -0.934, 3.680], [2.202, -4.061, 3.711], [1.210, -2.887, 4.520], [4.000, -1.927, 1.813], [3.601, -3.622, 2.302], [-3.204, 4.840, -2.388], [-3.826, 3.715, -1.563], [-4.708, 2.845, -2.502], [-5.180, 1.693, -1.743], [-5.586, 0.829, -1.097], [-2.473, 4.342, -3.035], [-2.590, 5.489, -1.764], [-3.916, 5.389, -2.997], [-4.426, 4.085, -0.730], [-3.109, 3.037, -1.097], [-4.039, 2.457, -3.278], [-5.457, 3.402, -3.060], [0.088, -3.050, 0.387], [-0.421, -3.121, -1.047], [-1.101, -4.473, -1.278], [-2.429, -4.574, -0.673], [-3.485, -4.698, -0.244], [-0.591, -3.390, 1.168], [0.507, -2.063, 0.602], [0.979, -3.678, 0.511], [0.447, -3.003, -1.698], [-1.109, -2.312, -1.294], [-0.548, -5.311, -0.844], [-1.208, -4.698, -2.342], [4.713, -1.594, -3.754], [4.294, -0.667, -2.610], [3.240, -1.240, -1.668], [3.609, -2.485, -0.985], [3.989, -3.459, -0.543], [3.846, -2.030, -4.251], [5.244, -2.458, -3.346], [5.386, -1.085, -4.439], [3.860, 0.243, -3.030], [5.155, -0.347, -2.028], [2.304, -1.489, -2.180], [2.930, -0.518, -0.910]], "largest_force_ha_per_bohr": 0.071, "total_charge": 0, "smiles": "NC(N)=O.NC(N)=O.NC(N)=O.NC(N)=O.NC(N)=O.CCCC#N.CCCC#N.CCCC#N", "de_lowest_kcal_mol": 0.0, "total_energy_ha": -1760.54046}